# 1
Entry from the OMol25 dataset: the molecule CH2I2O (wB97M-V/def2-TZVPD).

Results
charge = 0
SMILES = OC(I)I
DFT total energy = -19316.8897 eV
gap between HOMO and LUMO = 0.3005 Ha
LUMO energy = -1.211 eV

CARTESIAN COORDINATES (ANGSTROEM)
I (-1.6149, 2.2602, 0.6912)
I (-1.9886, -1.5527, -0.4253)
O (0.5479, -0.2378, 0.4127)
C (-0.6445, 0.1207, -0.2360)
H (-0.4221, 0.5745, -1.1795)
H (0.5331, -0.9455, 1.1405)

---

# 2
Entry from the OMol25 dataset: a structure of composition C4H5FeO (wB97M-V/def2-TZVPD).

Results
⟨S²⟩ = 8.7598
charge = +2
DFT total energy = -40637.6141 eV
gap between HOMO and LUMO (alpha / beta) = 0.2436 / 0.1887 Ha
LUMO energy (alpha / beta) = -11.732 / -13.091 eV
spin multiplicity = 6

CARTESIAN COORDINATES (ANGSTROEM)
Fe (-1.7026, -2.7566, -1.5640)
O (-0.2235, -2.0576, -0.7700)
C (0.6983, 1.8964, -0.2352)
C (0.7440, 0.5874, 0.0420)
C (-0.8350, -1.3789, 0.1444)
C (-0.3365, -0.1729, 0.6950)
H (1.5335, 2.4015, -0.7239)
H (1.6064, 0.0091, -0.3065)
H (-0.2475, -1.4523, 1.3963)
H (-0.1406, 2.5188, 0.0883)
H (-1.0965, 0.4050, 1.2335)